# 1
84
Properties=species:S:1:pos:R:3:forces:R:3 method="wB97M-V/def2-TZVPD" charge=+1
Ca 0.2357 0.4993 -0.1050 -1.863 -0.939 -0.599
C -0.5344 -4.1105 -0.0869 0.093 -0.018 0.007
C 0.9431 -3.9674 0.1910 -0.189 -0.061 -0.004
C 1.6192 -4.9029 0.9636 0.073 -0.100 0.110
C 2.9754 -4.7598 1.2246 -0.024 0.062 -0.028
C 3.6697 -3.6764 0.7018 0.047 -0.084 0.109
C 3.0320 -2.7204 -0.0820 0.114 0.203 -0.079
C 3.7975 -1.5544 -0.6621 -0.093 -0.131 -0.057
C 1.6673 -2.8903 -0.3185 -0.161 0.265 -0.173
N 0.9222 -1.8895 -1.0402 0.077 0.051 -0.308
C 0.8366 -1.9743 -2.3096 -0.120 0.058 0.107
C 1.5158 -3.0162 -3.1547 -0.092 0.100 -0.048
C -0.0721 -0.9664 -3.0168 0.043 0.068 0.300
C -0.5269 -1.3139 -4.4035 0.120 -0.042 0.032
N -0.4184 0.0785 -2.3632 -0.311 -0.321 -1.101
C -1.3009 1.0401 -2.9877 0.207 -0.230 0.212
C -0.7926 1.9726 -3.8914 0.167 -0.004 -0.010
C 0.6646 1.9941 -4.2839 -0.105 0.002 -0.099
C -1.6697 2.9157 -4.4191 -0.027 0.079 -0.068
C -3.0048 2.9401 -4.0500 -0.012 0.035 -0.012
C -3.4849 2.0081 -3.1393 -0.067 0.031 0.030
C -2.6437 1.0435 -2.5956 -0.052 -0.147 0.119
C -3.1902 -0.0146 -1.6605 -0.005 0.077 -0.182
H -0.9854 -4.8387 0.5864 0.040 0.010 -0.025
H -0.7176 -4.4525 -1.1101 0.015 0.029 0.024
H -1.0607 -3.1614 0.0346 0.014 0.004 0.019
H 1.0719 -5.7498 1.3674 0.061 0.086 -0.031
H 3.4908 -5.4915 1.8354 -0.026 0.039 -0.042
H 4.7302 -3.5605 0.9063 -0.111 -0.025 -0.027
H 4.8008 -1.5053 -0.2433 -0.006 -0.040 -0.001
H 3.3137 -0.5994 -0.4551 0.009 -0.091 0.039
H 3.9003 -1.6552 -1.7483 -0.018 -0.002 0.047
H 2.2076 -3.6082 -2.5636 0.014 0.003 0.023
H 2.0614 -2.5413 -3.9741 -0.036 -0.021 0.045
H 0.7812 -3.6898 -3.6042 0.028 0.049 0.021
H -0.9294 -2.3301 -4.4208 0.035 0.071 0.008
H 0.3199 -1.2961 -5.0975 -0.070 -0.003 0.074
H -1.2848 -0.6237 -4.7595 -0.020 0.035 -0.009
H 1.3046 1.5413 -3.5296 0.007 -0.014 0.050
H 1.0004 3.0213 -4.4298 -0.027 -0.030 -0.016
H 0.8285 1.4634 -5.2272 -0.019 0.004 0.060
H -1.2873 3.6496 -5.1238 -0.043 -0.079 0.074
H -3.6740 3.6838 -4.4710 0.079 -0.088 0.048
H -4.5326 2.0179 -2.8526 0.099 -0.007 -0.033
H -4.1976 0.2415 -1.3344 0.014 0.010 -0.044
H -2.5867 -0.1524 -0.7631 0.105 0.039 0.069
H -3.2412 -0.9884 -2.1569 0.017 0.050 0.019
O 4.0060 2.0861 -0.1201 -0.106 -0.088 -0.013
C 2.7969 1.9864 -0.1421 -0.190 -0.314 0.314
O 2.0719 1.0546 0.4117 2.570 1.289 0.127
C 1.9912 3.0452 -0.8978 -0.320 0.000 0.065
C 2.6639 4.0979 -1.4960 0.023 0.051 0.012
C 1.9302 5.0737 -2.1471 0.053 0.087 -0.053
C 0.5479 4.9627 -2.1809 0.052 0.159 -0.063
C -0.0417 3.8718 -1.5765 0.002 -0.328 0.229
N 0.6490 2.9142 -0.9409 0.434 0.159 -0.205
H 3.7431 4.1215 -1.4204 -0.061 0.016 -0.015
H 2.4269 5.9126 -2.6210 -0.026 -0.041 0.035
H -0.0690 5.7052 -2.6731 0.050 -0.051 0.031
H -1.1192 3.7513 -1.6178 0.030 -0.033 0.030
O 0.3352 3.0883 7.1066 -0.014 -0.222 -0.262
N 0.3943 1.9892 6.5975 0.100 -0.120 0.129
O 0.7240 0.9734 7.1820 -0.138 0.231 -0.167
C 0.0071 1.8683 5.1581 0.298 -0.302 0.351
C -0.7437 2.8668 4.6851 -0.246 0.318 -0.114
C -1.2299 2.8408 3.3412 -0.016 0.193 0.151
C -2.0555 3.8575 2.8338 -0.020 0.121 0.156
C -2.5334 3.7603 1.5564 -0.091 0.090 -0.065
C -2.1527 2.6560 0.7918 0.164 -0.289 -0.020
N -1.3499 1.6961 1.2302 -0.435 0.442 0.489
C -0.8971 1.7748 2.5106 -0.088 -0.303 -0.344
C -0.0670 0.6955 3.0279 -0.096 -0.185 -0.288
N 0.2143 -0.3281 2.1782 -0.002 -0.044 0.595
C 0.9522 -1.3302 2.6231 -0.147 0.233 -0.163
C 1.4728 -1.3696 3.9148 0.086 -0.165 -0.004
C 1.2043 -0.3476 4.7753 -0.041 0.181 0.143
C 0.3891 0.7261 4.3531 0.083 0.042 0.190
H -1.0005 3.6898 5.3369 0.006 0.027 -0.011
H -2.3119 4.7019 3.4662 0.017 -0.083 -0.050
H -3.1848 4.5153 1.1331 0.056 -0.078 0.038
H -2.5158 2.5540 -0.2289 0.066 -0.021 0.075
H 1.1646 -2.1327 1.9288 -0.019 0.011 -0.016
H 2.0898 -2.2040 4.2195 -0.016 0.020 -0.018
H 1.6050 -0.3618 5.7726 0.003 0.018 0.056

# 2
79
Properties=species:S:1:pos:R:3:forces:R:3 method="wB97M-V/def2-TZVPD" charge=+1
Pt 1.7121 0.4501 0.5551 -0.346 -0.428 0.383
C -5.7561 -1.1489 -1.1219 -0.049 0.124 0.002
S -5.0069 -2.7822 -0.9965 -0.025 -0.071 0.040
C -3.5622 -2.5916 -2.0816 0.043 -0.004 -0.013
C -2.2389 -2.4789 -1.3336 -0.056 -0.019 0.003
C -2.2362 -1.3056 -0.3534 0.158 -0.060 -0.142
N -0.8977 -0.7761 -0.0526 -0.253 0.071 0.219
P -0.1174 0.5156 -0.7963 0.296 0.312 0.060
C -0.3481 0.2506 -2.5560 0.312 0.099 -0.207
C -1.3787 0.8663 -3.2607 -0.063 -0.045 -0.019
C -1.5815 0.5516 -4.5989 -0.020 0.027 0.042
C -0.7532 -0.3606 -5.2336 0.036 -0.024 0.009
C 0.2890 -0.9636 -4.5372 -0.041 0.023 -0.016
C 0.4941 -0.6543 -3.2046 -0.023 0.008 -0.015
C -1.0019 2.0339 -0.3879 -0.018 0.068 0.012
C -0.4572 3.2490 -0.8026 0.052 0.032 -0.056
C -1.0347 4.4433 -0.4060 -0.016 -0.007 0.012
C -2.1578 4.4364 0.4128 0.016 -0.034 -0.005
C -2.7058 3.2316 0.8261 0.016 0.004 -0.018
C -2.1274 2.0327 0.4305 -0.010 0.010 -0.007
P 0.3393 -1.3525 0.9487 -0.299 0.023 -0.059
C 0.8491 -2.9457 0.3080 0.219 -0.248 0.095
C 0.1570 -4.1202 0.6076 -0.013 0.007 -0.090
C 0.5373 -5.3159 0.0207 -0.020 0.003 0.025
C 1.6132 -5.3498 -0.8571 0.016 -0.001 -0.008
C 2.3143 -4.1889 -1.1498 -0.023 0.000 0.021
C 1.9372 -2.9896 -0.5638 0.008 -0.058 0.027
C -0.3447 -1.6254 2.5883 0.058 0.004 0.155
C -1.3178 -0.7517 3.0739 -0.065 -0.012 -0.075
C -1.7477 -0.8422 4.3865 0.025 -0.026 0.059
C -1.1940 -1.7956 5.2331 -0.019 0.019 -0.024
C -0.2149 -2.6569 4.7627 0.004 0.019 -0.034
C 0.2127 -2.5724 3.4448 0.011 -0.048 0.026
H -6.6887 -1.1850 -0.5612 0.007 -0.023 0.004
H -5.9907 -0.9058 -2.1573 0.010 -0.022 -0.004
H -5.1319 -0.3639 -0.6942 0.016 -0.027 0.008
H -3.7237 -1.7113 -2.7077 -0.016 -0.011 -0.010
H -3.5424 -3.4596 -2.7398 0.017 0.018 -0.018
H -1.4295 -2.3458 -2.0565 -0.013 -0.002 -0.020
H -2.0456 -3.4143 -0.8062 0.041 0.023 0.013
H -2.7213 -1.5778 0.5858 -0.023 -0.004 -0.005
H -2.8166 -0.4852 -0.7817 0.029 0.040 -0.021
H -2.0253 1.5847 -2.7722 0.012 0.008 0.009
H -2.3857 1.0262 -5.1451 0.002 0.006 -0.002
H -0.9105 -0.5957 -6.2779 -0.006 -0.006 0.000
H 0.9422 -1.6669 -5.0361 0.001 0.002 -0.005
H 1.3070 -1.1200 -2.6615 0.032 0.007 0.043
H 0.4332 3.2681 -1.4218 0.017 -0.040 0.012
H -0.6027 5.3820 -0.7256 0.007 -0.003 -0.008
H -2.6015 5.3704 0.7302 -0.007 0.003 -0.006
H -3.5827 3.2225 1.4599 0.001 -0.005 0.002
H -2.5595 1.1010 0.7673 -0.011 -0.036 0.003
H -0.6852 -4.1008 1.2882 0.000 0.001 0.018
H -0.0050 -6.2235 0.2501 0.005 -0.005 0.004
H 1.9131 -6.2883 -1.3042 -0.010 0.001 -0.014
H 3.1596 -4.2193 -1.8241 0.009 0.000 0.009
H 2.4963 -2.0846 -0.7717 -0.005 0.025 0.007
H -1.7421 -0.0003 2.4187 0.015 0.016 0.008
H -2.5087 -0.1674 4.7549 -0.010 0.001 -0.014
H -1.5251 -1.8643 6.2605 -0.007 0.004 0.001
H 0.2215 -3.3948 5.4221 0.003 -0.005 -0.003
H 0.9818 -3.2476 3.0913 0.010 0.018 -0.009
I 1.1339 1.9624 2.7711 -0.132 -0.300 0.476
C 2.7968 3.1353 2.4031 0.274 0.247 -0.265
C 3.1280 4.1121 3.2945 0.107 0.055 -0.049
C 4.2738 4.9012 3.0505 -0.085 -0.028 0.066
C 5.0378 4.6697 1.9460 -0.014 -0.042 -0.042
C 4.6948 3.6552 1.0177 0.138 0.053 -0.076
C 5.5132 3.4001 -0.1127 0.019 0.071 0.081
C 5.1941 2.4144 -0.9952 -0.094 -0.080 0.012
C 4.0156 1.6564 -0.8050 0.080 0.122 0.072
C 3.1862 1.8370 0.2854 -0.093 0.338 -0.810
C 3.5366 2.8679 1.2215 -0.206 -0.204 0.145
H 2.5329 4.2811 4.1813 0.008 -0.001 0.015
H 4.5427 5.6755 3.7558 0.002 0.002 0.002
H 5.9315 5.2539 1.7661 -0.001 0.007 -0.009
H 6.3989 4.0067 -0.2576 -0.002 0.001 0.007
H 5.8207 2.2285 -1.8576 0.006 -0.020 0.005
H 3.7582 0.9174 -1.5542 -0.042 0.027 -0.034

Respective DFT total energy values: -2776.0966; -3021.5617 Eh.
Respective ΔE to the lowest compared entry with this formula, charge and spin values: 0.00; 0.00 kcal per mole.